{
  "formula": "C4H6CrO7",
  "method": "ωB97M-V/def2-TZVPD",
  "species": ["O", "C", "O", "O", "Cr", "O", "C", "C", "H", "H", "H", "H", "H", "O", "C", "O", "O", "H"],
  "coordinates": [[0.441, 1.964, -2.335], [1.053, 0.872, -2.158], [2.309, 0.855, -2.019], [0.407, -0.275, -2.047], [2.225, 2.866, -2.085], [-2.092, -1.470, -1.067], [-0.796, -1.954, -0.776], [0.171, -0.803, -0.701], [-2.718, -2.197, -1.031], [-0.461, -2.676, -1.539], [-0.768, -2.459, 0.203], [-0.252, 0.018, -0.108], [1.125, -1.161, -0.293], [-0.833, 0.098, 2.382], [-0.235, 1.103, 2.805], [0.466, 1.927, 2.184], [-0.290, 1.262, 4.181], [0.247, 2.030, 4.404]],
  "forces_ev_per_a": [[-1.067, -0.788, -0.532], [-0.024, -0.054, 1.029], [0.581, -0.521, -0.212], [-0.990, -0.915, -0.362], [1.198, 1.646, 0.273], [-0.159, 0.061, -0.191], [0.237, -0.141, 0.072], [0.087, 0.595, -0.175], [0.067, -0.011, 0.063], [-0.021, 0.146, 0.051], [-0.016, 0.203, -0.121], [0.204, -0.375, 0.259], [-0.182, 0.238, 0.006], [-0.137, 0.221, 0.099], [0.462, -0.874, -1.043], [0.016, 0.443, 0.037], [-0.260, 0.124, 1.090], [0.003, 0.004, -0.344]],
  "lowdin_charge": [-0.09, -0.78, -0.11, 0.01, 0.72, -0.05, -0.25, -0.11, 0.08, 0.12, 0.12, 0.13, 0.14, -0.06, -0.86, -0.08, 0.00, 0.07],
  "spin_multiplicity": 6,
  "e_lumo_ev": [1.791, 1.974],
  "total_charge": -1,
  "homo_energy_ha": [-0.14861, -0.15570],
  "s_squared": 8.76,
  "gap_ev": [5.83, 6.21]
}



{
  "formula": "C32H31N6O10RuS3",
  "method": "ωB97M-V/def2-TZVPD",
  "species": ["Ru", "O", "S", "O", "O", "C", "C", "C", "C", "C", "C", "S", "O", "O", "O", "H", "H", "H", "H", "C", "C", "C", "C", "N", "C", "S", "N", "C", "H", "H", "H", "H", "H", "H", "H", "H", "C", "C", "C", "O", "H", "H", "H", "H", "H", "H", "C", "O", "C", "C", "C", "C", "C", "C", "N", "C", "C", "C", "C", "C", "C", "C", "O", "H", "H", "H", "H", "H", "H", "H", "H", "H", "H", "H", "H", "H", "O", "N", "C", "C", "N", "C", "N"],
  "coordinates": [[0.407, -0.477, -0.527], [1.007, 2.826, -0.297], [-0.270, 2.643, 0.661], [-0.702, 1.238, 0.689], [1.458, 2.661, 1.131], [-1.462, 3.484, -0.489], [-2.135, 4.601, -0.034], [-2.928, 5.296, -0.933], [-2.996, 4.868, -2.253], [-2.305, 3.744, -2.681], [-1.511, 3.014, -1.802], [-1.937, 0.489, -2.606], [-1.333, -0.499, -1.608], [-3.236, 0.912, -2.153], [-0.859, 1.885, -2.178], [-2.051, 4.918, 0.998], [-3.478, 6.168, -0.605], [-3.607, 5.414, -2.961], [-2.386, 3.393, -3.703], [3.205, -3.447, 3.627], [2.269, -3.867, 2.544], [2.339, -5.042, 1.845], [1.404, -5.263, 0.827], [0.458, -4.371, 0.520], [0.400, -3.241, 1.201], [-0.811, -2.014, 0.967], [1.285, -3.015, 2.203], [1.402, -6.532, 0.039], [3.700, -4.312, 4.062], [2.685, -2.899, 4.413], [3.973, -2.789, 3.211], [3.094, -5.777, 2.085], [1.207, -2.105, 2.651], [2.351, -7.061, 0.115], [1.169, -6.317, -1.003], [0.612, -7.184, 0.421], [-0.956, -3.866, -3.480], [-0.014, -2.744, -3.144], [0.337, -1.783, -4.245], [0.462, -2.652, -2.030], [-0.588, -4.425, -4.345], [-1.926, -3.443, -3.760], [-1.081, -4.520, -2.622], [-0.491, -1.646, -4.943], [1.173, -2.221, -4.800], [0.677, -0.833, -3.842], [5.141, -0.492, -4.766], [4.505, 0.366, -3.824], [3.426, 1.066, -4.226], [2.809, 0.910, -5.461], [1.733, 1.712, -5.815], [1.266, 2.686, -4.946], [1.874, 2.838, -3.713], [2.928, 2.023, -3.339], [3.571, 2.305, -2.099], [4.232, 1.566, -1.245], [4.318, 0.160, -1.110], [5.497, -0.340, -0.511], [5.686, -1.680, -0.322], [4.660, -2.563, -0.701], [3.476, -2.100, -1.223], [3.251, -0.720, -1.423], [2.082, -0.276, -1.819], [6.042, -0.850, -4.280], [5.405, 0.050, -5.674], [4.502, -1.341, -5.014], [3.176, 0.170, -6.156], [1.268, 1.580, -6.783], [0.440, 3.325, -5.225], [1.523, 3.594, -3.018], [3.518, 3.284, -1.848], [4.796, 2.151, -0.522], [6.271, 0.364, -0.225], [6.606, -2.053, 0.107], [4.803, -3.630, -0.567], [2.667, -2.772, -1.475], [1.927, -0.303, 0.741], [1.748, -0.312, 2.039], [2.628, 0.356, 2.695], [3.687, 1.133, 2.093], [4.530, 1.748, 1.615], [2.576, 0.242, 4.132], [2.578, 0.120, 5.275]],
  "forces_ev_per_a": [[0.162, -0.848, -0.239], [-0.024, -0.115, 0.493], [-0.234, -0.619, -0.934], [0.265, 0.650, 0.228], [-0.161, 0.206, -0.096], [0.352, 0.029, 0.388], [0.033, -0.041, -0.025], [-0.030, 0.015, -0.068], [-0.002, -0.001, 0.020], [0.024, -0.017, -0.038], [-0.152, -0.198, -0.027], [0.103, 0.138, 0.221], [0.524, 0.155, -0.205], [-0.036, -0.021, -0.061], [-0.172, 0.137, 0.050], [0.045, -0.004, -0.032], [0.002, -0.015, -0.022], [0.014, -0.031, 0.021], [-0.019, 0.039, 0.013], [-0.014, 0.009, -0.023], [0.037, 0.138, 0.109], [0.037, -0.129, -0.072], [-0.068, 0.003, -0.029], [-0.100, 0.028, -0.011], [0.112, -0.166, -0.094], [0.076, 0.264, -0.407], [0.024, -0.133, 0.062], [-0.023, 0.027, 0.016], [-0.008, 0.005, -0.005], [0.002, -0.014, -0.005], [-0.022, -0.010, -0.011], [-0.019, 0.025, -0.028], [-0.001, 0.123, 0.061], [-0.023, 0.014, -0.001], [0.015, 0.000, 0.032], [0.018, 0.023, -0.013], [-0.028, 0.035, -0.016], [-0.067, -0.142, -0.022], [0.019, 0.004, -0.026], [-0.034, -0.029, 0.117], [-0.028, 0.022, 0.011], [0.058, -0.022, 0.005], [0.020, -0.004, -0.008], [0.049, 0.001, 0.032], [-0.054, -0.008, -0.033], [0.013, 0.057, 0.051], [-0.055, 0.014, 0.043], [0.130, 0.023, -0.131], [0.057, -0.127, -0.001], [-0.094, -0.020, -0.094], [0.016, -0.028, 0.026], [-0.027, 0.008, 0.010], [-0.133, 0.089, 0.123], [-0.033, 0.005, 0.137], [-0.153, -0.091, 0.009], [0.068, 0.229, -0.168], [-0.077, -0.161, -0.016], [0.045, 0.201, -0.078], [-0.040, -0.184, -0.031], [0.077, 0.024, 0.013], [-0.104, 0.010, 0.014], [0.091, -0.125, -0.016], [-0.578, 0.336, 0.433], [0.024, -0.013, 0.039], [0.014, 0.018, -0.012], [-0.032, -0.008, -0.004], [-0.008, 0.004, -0.005], [0.026, 0.001, 0.020], [0.006, -0.010, 0.013], [-0.008, -0.059, -0.031], [0.145, 0.047, -0.082], [-0.078, -0.040, -0.099], [-0.058, -0.023, 0.005], [-0.018, 0.004, -0.006], [-0.026, 0.034, -0.004], [-0.007, -0.028, -0.001], [-0.047, 0.057, -0.045], [-0.007, 0.093, -0.245], [0.387, 0.211, 0.605], [-0.203, -0.131, 0.035], [-0.045, -0.029, 0.380], [0.106, 0.116, -0.115], [-0.046, -0.028, -0.097]],
  "lowdin_charge": [1.36, -0.29, 1.01, -0.44, -0.22, -0.21, -0.06, -0.06, -0.04, 0.00, -0.37, 0.87, -0.64, -0.37, -0.30, 0.12, 0.11, 0.12, 0.13, 0.02, -0.23, 0.05, -0.27, 0.14, -0.71, 0.71, 0.12, 0.00, 0.10, 0.09, 0.10, 0.13, 0.10, 0.09, 0.09, 0.10, 0.00, -0.48, -0.01, -0.05, 0.09, 0.10, 0.08, 0.09, 0.10, 0.06, -0.04, -0.08, -0.23, -0.01, -0.06, -0.07, -0.01, -0.15, 0.17, 0.02, -0.17, -0.04, -0.07, -0.06, -0.01, -0.36, -0.19, 0.10, 0.10, 0.10, 0.11, 0.11, 0.11, 0.12, 0.17, 0.12, 0.12, 0.11, 0.11, 0.10, -0.32, -0.01, -0.27, -0.12, 0.22, -0.16, 0.19],
  "spin_multiplicity": 5,
  "e_lumo_ev": [-3.628, -5.054],
  "total_charge": 1,
  "homo_energy_ha": [-0.39610, -0.40248],
  "s_squared": 6.03,
  "gap_ev": [7.15, 5.90]
}



{
  "formula": "C2H13NO5",
  "method": "ωB97M-V/def2-TZVPD",
  "species": ["C", "N", "C", "O", "H", "H", "H", "H", "H", "O", "H", "H", "O", "H", "H", "O", "H", "H", "O", "H", "H"],
  "coordinates": [[-0.219, 1.562, -1.155], [-1.433, 1.063, -1.815], [-2.053, -0.122, -1.460], [-1.623, -1.033, -0.746], [-0.558, 2.626, -0.947], [0.594, 1.534, -1.838], [0.099, 1.101, -0.133], [-1.787, 1.681, -2.558], [-3.162, -0.015, -1.823], [2.296, -1.146, 0.476], [1.885, -1.579, 1.264], [1.803, -0.722, -0.177], [0.497, -2.021, 1.963], [-0.101, -2.689, 1.399], [-0.236, -1.787, 2.557], [3.468, 1.156, -1.198], [3.389, 1.413, -0.346], [2.918, 0.601, -1.672], [-1.926, 0.650, 2.859], [-1.429, 0.446, 2.096], [-1.443, 0.469, 3.739]],
  "forces_ev_per_a": [[-1.176, 1.204, 1.711], [0.435, -1.492, 0.816], [-1.356, 0.697, 0.015], [-0.453, 1.908, -1.221], [1.265, -0.955, -0.007], [0.929, 0.144, -0.357], [-1.052, 0.370, -2.044], [-0.159, -0.901, 0.879], [1.617, -0.958, 0.314], [3.155, -1.211, 1.864], [-0.441, 1.124, -1.739], [-2.035, 0.500, -0.738], [-4.008, -2.846, -0.855], [2.473, 2.005, 1.179], [0.670, 0.438, 0.337], [3.386, 1.390, -3.883], [-1.370, 0.227, 3.918], [-1.924, -1.599, -0.135], [-0.531, 0.146, 3.535], [1.348, -0.557, -0.903], [-0.773, 0.366, -2.685]],
  "lowdin_charge": [-0.08, -0.05, -0.36, -0.02, 0.10, 0.05, 0.11, 0.14, 0.15, -0.07, 0.00, -0.04, -0.10, 0.15, 0.05, 0.02, -0.02, -0.01, -0.07, -0.02, 0.09],
  "e_lumo_ev": 0.299,
  "smiles": "CNC=O.O.O.O.O",
  "homo_energy_ha": -0.37648,
  "gap_ev": 10.54
}



{
  "formula": "C3H8ClN2",
  "method": "ωB97M-V/def2-TZVPD",
  "species": ["H", "N", "N", "C", "C", "C", "Cl", "H", "H", "H", "H", "H", "H", "H"],
  "coordinates": [[0.881, -2.078, 1.296], [-0.164, -1.765, 1.184], [-0.236, -0.767, 0.350], [-1.543, -0.214, 0.195], [1.012, -0.071, -0.202], [0.508, 1.266, -0.714], [2.230, 0.061, 1.126], [-1.749, -0.193, -0.808], [-1.557, 0.761, 0.573], [-2.223, -0.788, 0.723], [1.470, -0.678, -0.936], [1.460, 1.829, -1.110], [-0.110, 1.712, -0.028], [0.022, 0.926, -1.648]],
  "forces_ev_per_a": [[-1.843, 0.871, -0.282], [1.521, 2.572, -3.007], [2.034, -4.401, 4.405], [0.555, -0.025, 0.449], [-0.516, 1.239, 1.729], [4.178, -1.589, -3.666], [-0.664, -0.126, -0.504], [-0.801, 0.128, -2.547], [-0.065, 1.393, 0.588], [-1.203, -1.307, 0.924], [0.171, -0.732, -0.844], [-2.067, -0.598, 1.190], [-0.921, 1.709, 1.221], [-0.379, 0.867, 0.343]],
  "lowdin_charge": [0.13, 0.29, -0.16, 0.02, -0.61, -0.08, 0.69, 0.10, 0.10, 0.10, 0.11, 0.15, 0.04, 0.11],
  "e_lumo_ev": -6.610,
  "total_charge": 1,
  "smiles": "[H]/N=[N+](/C)[C@@H](C)Cl",
  "homo_energy_ha": -0.58913,
  "gap_ev": 9.42
}



Energy relative to the best compared isomer or geometry (same formula, charge and spin) (eV)
0.1471 5.4922 3.1730 3.0412
DFT total energy (eV)
-46999.648 -98175.139 -14010.596 -18733.698